# 1
The following is a quantum chemistry calculation of a molecular structure, C36H36F3N2P2S5SbSc, from OMol25.

Structure (XYZ):
```
86
C36H36F3N2P2S5SbSc (ωB97M-V with the def2-TZVPD basis set)
Sc 0.3801 1.4613 0.8915
S 1.5299 3.1421 8.0436
C 1.3688 2.7312 6.4767
S 2.0724 3.6289 5.1640
C 1.4530 2.6487 3.8538
C 0.6841 1.6068 4.2071
S -0.0360 0.4705 3.0920
S 0.4261 1.3798 5.9219
S 1.8469 3.0980 2.2174
N 2.5528 0.7733 0.3625
C 2.9332 0.7633 -1.0289
C 4.1844 0.4502 -1.4690
C 4.4838 0.4592 -2.8496
C 3.5248 0.7816 -3.7638
C 2.2149 1.1078 -3.3369
C 1.1704 1.4252 -4.2300
C -0.0761 1.7002 -3.7390
C -0.2803 1.6644 -2.3544
N 0.6656 1.3839 -1.4783
C 1.9187 1.1005 -1.9584
H 3.0315 1.5063 0.8879
H 2.7936 -0.1077 0.8097
H 4.9546 0.1877 -0.7527
H 5.4842 0.2039 -3.1742
H 3.7486 0.7905 -4.8237
H 1.3680 1.4438 -5.2951
H -0.9036 1.9437 -4.3906
H -1.2625 1.8683 -1.9520
C -3.3645 0.2501 1.7754
P -2.5372 1.2466 0.4900
C -3.4704 0.7214 -1.0008
C -3.2551 2.9325 0.7231
C -2.4114 3.9757 -0.0329
P -0.7244 3.9724 0.7025
C -1.0314 4.7970 2.2980
C 0.1957 5.2031 -0.2735
H -4.4302 0.4781 1.8188
H -2.9019 0.4363 2.7421
H -3.2463 -0.8095 1.5369
H -3.3815 1.4615 -1.7981
H -4.5281 0.6333 -0.7491
H -3.1143 -0.2367 -1.3718
H -3.2642 3.1531 1.7928
H -4.2944 2.9334 0.3915
H -2.8622 4.9678 0.0210
H -2.3318 3.7182 -1.0938
H -1.7133 5.6382 2.1685
H -0.0861 5.1511 2.7021
H -1.4524 4.0915 3.0145
H -0.3270 6.1595 -0.2951
H 0.3175 4.8426 -1.2963
H 1.1804 5.3492 0.1696
F -0.7510 -6.4334 4.1938
C -0.6209 -5.4171 3.3326
C -0.8244 -4.1300 3.7873
C -0.6885 -3.0820 2.8867
C -0.3508 -3.3337 1.5562
C -0.1523 -4.6480 1.1304
C -0.2862 -5.7014 2.0192
Sb -0.1388 -1.7102 0.2254
C 1.7378 -2.3126 -0.6196
C 2.0430 -2.4920 -1.9652
C 3.3235 -2.8550 -2.3662
C 4.2931 -3.0423 -1.4037
F 5.5354 -3.3687 -1.7889
C 4.0258 -2.9087 -0.0532
C 2.7407 -2.5480 0.3269
C -1.4963 -2.2576 -1.3116
C -2.6386 -2.9829 -0.9712
C -3.6273 -3.2401 -1.9125
C -3.4522 -2.7659 -3.1984
F -4.3968 -3.0108 -4.1142
C -2.3339 -2.0460 -3.5730
C -1.3595 -1.7880 -2.6175
H -1.0790 -3.9609 4.8252
H -0.8321 -2.0660 3.2336
H 0.1133 -4.8538 0.0988
H -0.1364 -6.7297 1.7173
H 1.2871 -2.3677 -2.7300
H 3.5698 -2.9990 -3.4104
H 4.8045 -3.1012 0.6732
H 2.5180 -2.4743 1.3887
H -2.7630 -3.3677 0.0354
H -4.5165 -3.8049 -1.6650
H -2.2394 -1.6951 -4.5930
H -0.5052 -1.1853 -2.9046
```

LUMO level: -3.640 eV
Strongest force on any atom: 0.5 eV/Å
Kohn-Sham gap: 0.2051 hartree
Charge: +1
Energy above the lowest of the compared OMol25 structures with the same formula, charge and spin: 0.00 kcal per mole
Multiplicity: 1
Highest occupied orbital energy: -9.222 eV

---

# 2
The following is a quantum chemistry calculation of a molecular structure, C36H36InN8O3PS2, from OMol25.

Structure (XYZ):
```
87
C36H36InN8O3PS2 (ωB97M-V with the def2-TZVPD basis set)
In -0.3048 -0.3184 -0.7106
C -4.7843 -0.3925 3.7096
O -4.4265 -1.3751 2.7516
C -5.4219 -2.0911 2.1835
C -6.7535 -2.0355 2.5764
C -7.6991 -2.8373 1.9530
C -7.3320 -3.7008 0.9358
C -6.0099 -3.7396 0.5197
C -5.0534 -2.9357 1.1209
N -3.7093 -2.9814 0.6642
C -2.9942 -1.9251 0.1727
N -3.7015 -0.7951 -0.0377
C -3.3192 0.5371 -0.2435
C -2.0427 1.0081 -0.5420
C -1.8773 2.3775 -0.7499
C -2.9308 3.2702 -0.6474
C -4.1948 2.7988 -0.3270
C -4.3842 1.4482 -0.1321
O -5.6205 0.9300 0.2172
C -6.6059 1.0250 -0.8088
N -1.7322 -2.0244 -0.1211
C -1.0443 -3.2551 -0.0461
C -1.4124 -4.3812 -0.7705
C -0.6236 -5.5244 -0.7434
C 0.5466 -5.5374 -0.0053
C 0.9493 -4.4080 0.6973
C 0.1559 -3.2737 0.6783
O 0.4629 -2.0917 1.2815
C 1.6177 -2.0565 2.1067
H -3.8548 0.0839 4.0083
H -5.2565 -0.8409 4.5870
H -5.4514 0.3545 3.2716
H -7.0586 -1.3759 3.3761
H -8.7305 -2.7813 2.2753
H -8.0713 -4.3262 0.4544
H -5.7065 -4.3926 -0.2892
H -3.2267 -3.8643 0.6946
H -4.6810 -0.8532 0.2010
H -0.8925 2.7387 -1.0008
H -2.7734 4.3286 -0.8145
H -5.0356 3.4735 -0.2258
H -6.9210 2.0584 -0.9668
H -7.4580 0.4353 -0.4759
H -6.2263 0.6208 -1.7509
H -2.2989 -4.3421 -1.3920
H -0.9156 -6.3943 -1.3164
H 1.1688 -6.4222 0.0162
H 1.8872 -4.4204 1.2357
H 1.6462 -1.0623 2.5430
H 2.5296 -2.2163 1.5272
H 1.5435 -2.8055 2.8986
S 2.0942 0.1068 -0.2531
C 2.6527 -1.3860 -0.9985
C 3.8701 -1.8903 -0.5419
C 4.4309 -3.0478 -1.0626
C 5.6759 -3.5270 -0.5549
N 6.6753 -3.8999 -0.1256
C 3.7466 -3.7409 -2.0757
C 2.5336 -3.2498 -2.5307
C 1.9677 -2.0800 -2.0202
S 0.4376 -1.5901 -2.7128
C 4.2892 -4.9431 -2.6241
N 4.7256 -5.9103 -3.0664
H 4.3942 -1.3518 0.2371
H 1.9992 -3.7862 -3.3031
C 1.7208 6.3340 -0.3286
N 1.6211 5.9537 1.0779
C 2.9693 5.7344 1.5946
N 3.7334 4.7497 0.8374
C 3.7787 5.1752 -0.5580
N 2.4570 5.3745 -1.1438
C 1.7361 4.1137 -1.2759
P 1.4072 3.2391 0.3559
C 0.7858 4.7693 1.2503
C 3.1751 3.4086 0.9660
H 2.2349 7.2966 -0.3853
H 0.7140 6.4486 -0.7371
H 2.9048 5.4176 2.6378
H 3.5073 6.6845 1.5479
H 4.3185 4.4267 -1.1414
H 4.3211 6.1226 -0.6079
H 2.3172 3.4329 -1.9039
H 0.7854 4.3025 -1.7840
H 0.7189 4.5344 2.3162
H -0.2261 4.9953 0.9010
H 3.7883 2.7073 0.3949
H 3.2101 3.1036 2.0154
```

LUMO level: 0.169 eV
Strongest force on any atom: 0.9 eV/Å
Kohn-Sham gap: 0.2936 hartree
Multiplicity: 1
Highest occupied orbital energy: -7.821 eV

---

# 3
The following is a quantum chemistry calculation of a molecular structure, C36H36Li2O16S, from OMol25.

Structure (XYZ):
```
91
C36H36Li2O16S (ωB97M-V with the def2-TZVPD basis set)
Li 0.9912 1.3176 2.5648
Li 2.6104 0.7655 -3.0769
S 0.7017 0.3898 -0.4550
O 1.0723 0.7411 0.9232
O 1.8203 0.6638 -1.4017
O 0.3893 -1.0294 -0.5087
O -0.4242 1.1991 -0.6500
C 2.1501 -3.5822 -0.2542
C 3.1584 -4.5570 -0.0110
C 3.2911 -5.7981 -0.7088
C 2.1740 -6.1749 -1.5272
C 1.0430 -5.2588 -1.7640
C 1.0295 -4.0278 -1.1113
O -0.1218 -3.2211 -1.1668
O 4.3372 -6.6213 -0.5636
H 2.0900 -2.6326 0.1872
H 3.8322 -4.0099 0.6445
H 2.2211 -7.0494 -2.0503
H 0.2305 -5.4271 -2.5749
H 0.0543 -2.2114 -0.8222
H 5.2653 -6.0736 -0.1682
C 0.2401 5.8473 -2.0550
C 1.2373 6.8123 -1.7211
C 1.9452 6.5908 -0.5076
C 1.8874 5.3657 0.1178
C 1.0966 4.2820 -0.2003
C 0.1505 4.5511 -1.3268
O -0.7014 3.5813 -1.7776
O 2.7362 7.5035 -0.0876
H -0.6506 6.1114 -2.8658
H 1.2081 7.7157 -2.1844
H 2.5521 5.0657 0.8108
H 1.0332 3.3452 0.2939
H -0.4285 2.7034 -1.6544
H 3.4499 7.5418 0.5070
C -4.7067 1.0782 -4.9735
C -3.4655 0.3560 -4.4300
C -3.1454 0.6552 -3.0773
C -4.0873 1.2783 -2.2533
C -5.2306 1.8661 -2.7120
C -5.5018 1.8138 -4.1056
O -6.6627 2.4222 -4.7543
O -1.9902 0.0380 -2.6197
H -4.6945 0.7513 -5.8636
H -2.8060 -0.0110 -5.0520
H -3.9649 1.1535 -1.1131
H -5.9650 2.2078 -1.9521
H -7.1551 1.9147 -5.4250
H -1.6424 0.1010 -1.6375
C 7.3344 0.2415 0.2703
C 6.3029 1.2581 0.2266
C 4.9589 0.9390 -0.1460
C 4.6792 -0.4301 -0.3691
C 5.7125 -1.4382 -0.4375
C 7.0813 -1.0114 -0.1993
O 8.1374 -1.8892 -0.2377
O 3.9501 1.8190 -0.2309
H 8.2107 0.5161 0.7971
H 6.3438 2.2674 0.6684
H 3.6765 -0.7212 -0.4819
H 5.3523 -2.4653 -0.4173
H 8.8292 -1.5158 0.2340
H 3.2799 1.5304 -0.8631
C -3.0087 -4.0116 2.3410
C -1.8170 -3.4279 1.7584
C -0.6819 -3.0353 2.6023
C -0.7464 -3.4133 3.9680
C -1.8964 -3.9868 4.5044
C -3.0301 -4.2767 3.6924
O -4.2185 -4.8444 4.2645
O 0.4443 -2.5811 2.0648
H -3.6259 -4.3802 1.6512
H -1.8282 -3.0705 0.7433
H 0.1938 -3.3778 4.6404
H -2.0886 -4.2865 5.5471
H -5.1486 -4.8394 3.7715
H 0.3287 -2.4600 1.0931
C -3.7244 0.1223 2.7539
C -3.0248 0.6611 1.6542
C -2.9257 2.0614 1.4205
C -3.3368 2.9474 2.3438
C -3.9662 2.4562 3.5423
C -4.3016 1.0994 3.5829
O -4.8946 0.7588 4.8097
O -2.4472 2.6806 0.3376
H -3.8622 -0.8769 2.9646
H -2.9171 0.1761 0.5865
H -3.1832 3.9547 2.0211
H -4.3020 3.2319 4.1495
H -4.7943 1.3747 5.4716
H -1.6992 2.1989 0.0212
```

LUMO level: -1.587 eV
Strongest force on any atom: 10.1 eV/Å
Kohn-Sham gap: 0.2072 hartree
Energy above the lowest of the compared OMol25 structures with the same formula, charge and spin: 62.45 kcal per mole
Multiplicity: 1
Highest occupied orbital energy: -7.227 eV

---

# 4
The following is a quantum chemistry calculation of a molecular structure, C36H36MnN5S, from OMol25.

Structure (XYZ):
```
79
C36H36MnN5S (ωB97M-V with the def2-TZVPD basis set)
Mn -1.1411 -0.5876 0.5863
C 0.0556 -2.3194 -1.6502
C 0.0766 -1.0038 -2.4057
C -1.2264 -0.2474 -2.4315
C -1.7293 0.1921 -3.6471
C -2.9163 0.9006 -3.6962
C -3.5853 1.1569 -2.5114
C -3.0343 0.6961 -1.3373
N -1.8805 0.0045 -1.2791
N 0.0041 -2.1748 -0.1728
C -0.5198 -3.4370 0.4230
C -2.0122 -3.3853 0.3907
C -2.7942 -4.5147 0.2627
C -4.1708 -4.3742 0.1915
C -4.7116 -3.0996 0.2191
C -3.8649 -2.0200 0.3585
N -2.5336 -2.1472 0.4738
C 1.3308 -1.8705 0.4251
C 1.1505 -1.5396 1.8909
C 2.1974 -1.6730 2.7754
C 1.9603 -1.4075 4.1184
C 0.6888 -1.0238 4.5114
C -0.2966 -0.8694 3.5572
N -0.0761 -1.1045 2.2540
H 0.9310 -2.9236 -1.9030
H -0.8269 -2.8889 -1.9455
H 0.3411 -1.2340 -3.4379
H 0.8779 -0.3557 -2.0452
H -1.1856 -0.0353 -4.5544
H -3.3152 1.2411 -4.6432
H -4.5206 1.6984 -2.4870
H -3.5336 0.8802 -0.3977
H -0.1606 -3.5292 1.4462
H -0.1380 -4.2921 -0.1380
H -2.3257 -5.4885 0.2024
H -4.8078 -5.2430 0.0877
H -5.7757 -2.9327 0.1270
H -4.2616 -1.0178 0.3684
H 1.7391 -1.0175 -0.0996
H 2.0469 -2.6890 0.3160
H 3.1653 -2.0113 2.4292
H 2.7509 -1.5180 4.8496
H 0.4521 -0.8359 5.5494
H -1.2910 -0.5470 3.8275
C 4.3892 0.2575 -1.9810
C 4.4578 1.7611 -1.7255
C 5.6930 2.0613 -0.8474
C 4.5870 2.4961 -3.0766
C 3.2410 2.2852 -1.0090
C 3.1806 3.7107 -0.7125
C 2.1208 4.2670 -0.0805
C 1.0650 3.4090 0.2961
S -0.3442 3.8620 1.0654
C -0.8789 2.1854 1.0639
N -0.0302 1.3163 0.5024
C 1.0925 1.9740 0.0420
C 2.1979 1.4578 -0.6207
C -2.0968 1.8299 1.6774
C -2.9435 2.8221 2.2386
C -4.0334 2.4248 2.9694
C -4.2589 1.0545 3.1514
C -3.4651 0.0847 2.5383
C -2.3955 0.4374 1.7315
H 5.2829 -0.0522 -2.5210
H 3.5320 -0.0189 -2.6026
H 4.3659 -0.3174 -1.0504
H 6.5737 1.6720 -1.3599
H 5.6284 1.5768 0.1280
H 5.8504 3.1292 -0.6950
H 5.4919 2.1392 -3.5703
H 4.6845 3.5757 -2.9628
H 3.7405 2.2931 -3.7344
H 4.0122 4.3346 -1.0095
H 2.0766 5.3272 0.1326
H 2.2857 0.4180 -0.8647
H -2.7446 3.8818 2.1258
H -4.6938 3.1515 3.4220
H -5.0878 0.7380 3.7741
H -3.7100 -0.9565 2.7060
```

LUMO level (spin up / spin down): -11.857 / -11.907 eV
Strongest force on any atom: 2.7 eV/Å
Kohn-Sham gap (spin up / spin down): 0.1627 / 0.1481 hartree
Charge: +3
Expectation value of S²: 0.92
Multiplicity: 2
Highest occupied orbital energy (spin up / spin down): -16.285 / -15.937 eV

---

# 5
The following is a quantum chemistry calculation of 2 unconnected molecules or ions with the total composition C36H36N2O2, from OMol25.

Structure (XYZ):
```
76
C36H36N2O2 (ωB97M-V with the def2-TZVPD basis set)
C -3.3629 -3.2606 -0.5002
C -3.5353 -2.1082 -1.4691
C -2.1885 -1.6138 -1.9703
C -4.3805 -2.5524 -2.6483
O -4.3153 -1.0353 -0.8160
C -3.8722 -0.5176 0.3963
C -2.9209 0.5820 0.2118
N -2.4210 1.1924 1.2468
C -1.7078 2.3115 1.2266
C -1.0703 2.7523 2.4665
C -0.5011 4.0432 2.5953
C 0.0798 4.4466 3.7948
C 0.1119 3.5686 4.8849
C -0.4359 2.2814 4.7720
C -1.0393 1.8875 3.5747
C -1.5246 3.0398 -0.0422
C -0.2248 3.3893 -0.4571
C -0.0057 3.8755 -1.7448
C -1.0854 4.0376 -2.6166
C -2.3886 3.7537 -2.1960
C -2.6125 3.2778 -0.9047
O -4.3085 -0.8760 1.4669
H -4.3460 -3.6067 -0.1573
H -2.8618 -4.0915 -1.0124
H -2.7567 -2.9695 0.3655
H -2.3038 -0.7389 -2.6249
H -1.5013 -1.3779 -1.1482
H -1.7257 -2.4128 -2.5685
H -4.4899 -1.7397 -3.3758
H -3.9006 -3.4021 -3.1522
H -5.3712 -2.8678 -2.3032
H -2.6563 0.8309 -0.8253
H -0.5257 4.7289 1.7471
H 0.5180 5.4442 3.8801
H 0.5708 3.8830 5.8221
H -0.3849 1.5860 5.6107
H -1.4859 0.8973 3.4765
H 0.6109 3.2330 0.2288
H 1.0105 4.1000 -2.0689
H -0.9096 4.3882 -3.6335
H -3.2301 3.8829 -2.8765
H -3.6326 3.0952 -0.5566
C -6.4637 6.0312 3.4169
N -6.9192 5.1601 2.3482
C -6.3974 3.9378 2.0646
C -7.0536 3.3931 0.9297
C -6.7478 2.1696 0.3266
C -7.5621 1.4772 -0.6225
C -8.9828 1.5507 -0.6359
C -9.7190 0.9969 -1.6720
C -9.0840 0.2762 -2.6924
C -9.8929 -0.2730 -3.8302
C -7.6942 0.0797 -2.6314
C -6.9530 0.6629 -1.6165
C -8.0215 4.4170 0.4985
C -8.8424 4.6025 -0.6057
C -9.6123 5.7779 -0.7056
C -9.5050 6.8034 0.2501
C -8.6424 6.6639 1.3470
C -7.9255 5.4779 1.4351
H -7.0066 6.9774 3.3821
H -6.6282 5.5600 4.3942
H -5.3901 6.2303 3.3047
H -5.6054 3.4903 2.6617
H -5.7911 1.7172 0.6005
H -9.4936 2.0654 0.1793
H -10.8035 1.1342 -1.7155
H -9.2511 -0.7185 -4.5959
H -10.6014 -1.0407 -3.4918
H -10.4863 0.5189 -4.3050
H -7.1961 -0.5137 -3.4040
H -5.8724 0.5291 -1.5849
H -8.8801 3.8485 -1.3906
H -10.2967 5.9048 -1.5497
H -10.0798 7.7229 0.1335
H -8.5265 7.4414 2.0994
```

LUMO level: -2.317 eV
Strongest force on any atom: 2.2 eV/Å
Kohn-Sham gap: 0.1014 hartree
Multiplicity: 1
Highest occupied orbital energy: -5.075 eV

---

Number 1: electronic energy -149040.073 eV. Number 2: electronic energy -92112.766 eV. Number 3: electronic energy -81913.045 eV. Number 4: electronic energy -87497.073 eV. Number 5: electronic energy -44988.726 eV.